(1)
{
  "formula": "C4H6N2",
  "method": "ωB97M-V/def2-TZVPD",
  "de_lowest_ev": 2.596,
  "fmax_ha_per_bohr": 0.008,
  "e_homo_ev": -7.94,
  "lumo_energy_ev": 1.09,
  "molar_mass_g_mol": 82.1,
  "species": ["N", "C", "C", "C", "C", "N", "H", "H", "H", "H", "H", "H"],
  "xyz": [[2.116, 0.311, 0.161], [-0.252, 0.219, -0.115], [0.858, 0.937, 0.021], [-1.721, 0.340, -0.151], [-1.783, -1.000, -0.030], [-0.368, -1.230, -0.125], [2.379, -0.248, -0.639], [2.857, 0.956, 0.386], [0.810, 2.024, 0.070], [-2.428, 1.143, -0.300], [-2.550, -1.761, 0.058], [0.084, -1.691, 0.663]]
}

(2)
{
  "formula": "C4H6N2",
  "method": "ωB97M-V/def2-TZVPD",
  "de_lowest_ev": 3.137,
  "fmax_ha_per_bohr": 0.009,
  "e_homo_ev": -7.84,
  "lumo_energy_ev": 0.29,
  "molar_mass_g_mol": 82.1,
  "species": ["N", "C", "C", "C", "C", "N", "H", "H", "H", "H", "H", "H"],
  "xyz": [[-1.637, -0.973, 0.437], [-0.345, -0.647, -0.126], [0.926, -0.800, 0.674], [1.605, 0.392, 0.407], [0.820, 1.276, -0.359], [-0.346, 0.740, -0.653], [-1.830, -1.956, 0.283], [-1.593, -0.855, 1.445], [-0.156, -1.288, -1.001], [2.595, 0.663, 0.764], [1.063, 2.279, -0.705], [-1.102, 1.170, -1.165]]
}

(3)
{
  "formula": "C4H6N2",
  "method": "ωB97M-V/def2-TZVPD",
  "de_lowest_ev": 0.890,
  "fmax_ha_per_bohr": 0.076,
  "smiles": "Cn1ccnc1",
  "e_homo_ev": -8.78,
  "lumo_energy_ev": 0.87,
  "molar_mass_g_mol": 82.1,
  "species": ["C", "N", "C", "C", "N", "C", "H", "H", "H", "H", "H", "H"],
  "xyz": [[-1.722, -0.239, -0.021], [-0.242, 0.070, -0.130], [0.761, -0.856, -0.275], [1.897, -0.181, 0.046], [1.635, 1.125, 0.375], [0.342, 1.236, 0.256], [-1.756, -0.499, -1.147], [-1.927, -1.028, 0.702], [-2.201, 0.690, 0.276], [0.568, -1.876, -0.577], [2.901, -0.573, 0.063], [-0.226, 2.139, 0.439]]
}